Formula: C12H23N2O2P2SeY
Source: OMol25
Level of theory: ωB97M-V/def2-TZVPD

Atoms and positions in Å:
1 Y 0.3449 1.2445 0.6703
2 P 2.4075 -0.7474 1.2267
3 C 2.3220 -0.5910 -0.5379
4 C 1.0691 -1.1627 -1.1977
5 N -0.0961 -0.6339 -0.8161
6 C -1.2659 -1.1050 -1.2500
7 C -1.2726 -2.1692 -2.1338
8 C -0.0490 -2.6800 -2.5749
9 C 1.1102 -2.1664 -2.1206
10 C -2.5502 -0.4949 -0.7951
11 P -2.4321 1.1471 0.0271
12 H 2.0807 -2.4940 -2.4349
13 H -2.2366 -2.5647 -2.4660
14 H -0.0539 -3.5121 -3.2938
15 H -3.2534 -0.3630 -1.6357
16 H -3.0831 -1.1504 -0.0832
17 H 2.3622 0.6349 -0.8342
18 H 3.2354 -0.9928 -0.9880
19 H 0.5682 3.1250 -0.8652
20 O 2.0201 1.9281 -0.7265
21 H 2.4893 2.7164 -1.0479
22 H -1.3049 2.0242 0.0369
23 O -0.1555 3.4957 -0.3238
24 H 0.1058 3.7963 0.6240
25 C -2.9536 2.2170 -1.4016
26 H -3.8864 1.8081 -1.7438
27 H -3.0619 3.2555 -1.0694
28 H -2.1724 2.1455 -2.1669
29 C -3.9190 1.1919 1.0841
30 H -3.8391 1.9905 1.8458
31 H -4.8132 1.3655 0.4443
32 H -4.0232 0.2057 1.5846
33 C 2.2603 -2.5516 1.4624
34 H 3.2380 -3.0414 1.4026
35 H 1.8185 -2.7667 2.4388
36 H 1.6066 -2.9801 0.7003
37 C 4.2141 -0.4696 1.5355
38 H 4.3650 -0.1743 2.5899
39 H 4.7825 -1.3970 1.3269
40 H 4.5729 0.3473 0.8837
41 Se -0.2988 0.0144 5.6784
42 C -0.1793 0.5915 4.0385
43 N -0.0728 0.9631 2.9065

Its LUMO energy is -8.5 eV. The HOMO-LUMO gap is 4.919 eV. As for the charge: +2.